# 1
ORCA calculation (ωB97M-V/def2-TZVPD) on a molecular structure, C3H5KO4.

Geometry as XYZ:
```
13
Properties=species:S:1:pos:R:3:forces:R:3
K -0.6270 1.3144 2.3162 -0.3 0.5 0.6
O -1.7304 2.1382 -1.5603 0.1 -1.0 0.4
O 1.2186 0.1961 1.1457 2.4 -0.3 1.5
O -0.7356 0.1963 -1.3005 0.6 -1.0 -0.3
O -1.9275 1.0908 0.4045 -0.2 -0.8 0.3
C -1.5437 1.1914 -0.7869 -0.2 2.3 -0.8
C -0.2363 -0.8537 -0.4889 0.5 0.4 -0.4
C 1.2373 -0.5860 -0.0305 -1.5 -1.7 -0.7
H 1.9916 -0.1426 1.6891 -1.4 0.9 -0.9
H 1.8357 -0.1784 -0.8583 -0.3 0.3 0.4
H -0.9259 -1.0448 0.3445 0.4 0.1 0.1
H 1.6617 -1.5660 0.2412 -0.1 0.1 -0.3
H -0.2185 -1.7558 -1.1157 0.0 0.2 0.0
```
Forces are in eV/Å.

total charge: 0
spin multiplicity: 1
HOMO level: -8.0 eV
gap between HOMO and LUMO: 7.20 eV
LUMO energy: -0.79 eV

Results of the Löwdin charge analysis, in e, for atoms 1 through 5:
1 K 1.0052
2 O 0.0131
3 O -0.2266
4 O -0.0246
5 O -0.2296

# 2
ORCA calculation (ωB97M-V/def2-TZVPD) on 4 unconnected molecules or ions with the total composition C15H25BrClNO10.

Geometry as XYZ:
```
53
Properties=species:S:1:pos:R:3:forces:R:3
Br -3.0468 1.9844 3.7152 -0.1 0.1 0.0
Cl -1.1452 -0.6171 4.9399 0.2 0.2 0.0
O -4.2793 -0.3859 4.6005 0.0 0.2 0.2
O -0.4688 0.9315 1.8702 0.0 -0.1 0.0
O 1.3346 -0.3081 1.9928 -0.1 -0.1 0.0
O -3.6563 2.9101 -0.1900 0.1 0.2 0.1
O 4.2993 -2.4937 -1.7289 0.0 -0.1 0.1
O 2.1331 -2.1945 -1.6191 0.0 0.0 0.0
O -1.6423 3.7479 -0.4371 0.0 0.0 0.0
O -4.7624 0.3270 2.4781 -0.1 0.2 0.1
O -2.8124 -0.6564 2.9196 -0.2 -0.3 0.0
O -2.1597 -2.6320 3.7218 0.2 0.1 -0.3
N -5.2145 0.8872 6.4632 0.1 0.1 -0.1
C -3.7679 0.2260 3.3974 0.3 0.2 -0.2
C 6.1265 -1.9182 -3.2494 -0.1 0.1 0.0
C -2.1020 -1.4544 3.7756 -0.3 -0.2 0.2
C 1.1973 1.4584 0.2655 -0.1 -0.2 -0.2
C 2.5738 -0.7810 1.4456 0.1 0.0 0.0
C -4.7341 0.3784 5.5497 -0.2 -0.3 0.1
C -2.6288 2.9287 -2.4364 -0.1 0.2 0.0
C 2.9410 -2.7690 -3.7786 0.0 -0.2 0.0
C 0.6128 0.6718 1.4151 0.1 0.2 0.0
C -4.9214 0.9990 -1.0371 0.1 0.0 0.0
C -2.6012 3.2493 -0.9584 0.0 -0.2 0.0
C -4.9089 2.4821 -0.7302 -0.1 -0.1 0.0
C 3.7517 0.0336 1.9369 -0.1 0.1 0.0
C 5.4697 -2.9821 -2.3960 0.1 0.0 -0.1
C 3.0772 -2.4861 -2.3017 0.0 0.1 0.0
H 3.6926 -3.4431 -4.1794 0.0 0.1 0.0
H 1.7108 2.3294 0.6728 0.0 0.0 0.0
H -5.4756 -0.2739 2.7310 0.0 -0.2 -0.1
H 3.7857 0.0332 3.0267 0.0 0.0 0.0
H 2.9962 -1.8214 -4.3144 0.0 0.0 0.0
H -4.6668 0.4335 -0.1415 0.0 0.0 0.0
H -2.1863 1.9428 -2.5802 0.0 0.0 0.0
H 3.6890 1.0712 1.6064 0.0 0.0 0.0
H 2.6539 -1.8079 1.7988 0.0 0.0 0.0
H 1.9591 -3.2032 -3.9455 0.0 0.1 0.0
H 6.1354 -3.2823 -1.5885 0.0 0.0 0.0
H -5.1796 3.0836 -1.5997 0.0 0.0 0.0
H 4.6823 -0.3908 1.5580 0.0 0.0 0.0
H -4.1994 0.7424 -1.8125 0.0 0.0 0.0
H -5.6310 2.7098 0.0525 0.0 0.0 0.0
H 0.3731 1.8072 -0.3512 0.0 0.1 0.1
H -3.6204 2.9356 -2.8805 0.0 -0.1 0.0
H 1.8889 0.8949 -0.3550 0.0 0.0 0.0
H 6.3661 -1.0453 -2.6424 0.0 0.0 0.0
H -2.0129 3.6630 -2.9485 0.1 0.0 0.0
H 2.5243 -0.8319 0.3609 0.0 0.0 0.0
H 7.0488 -2.3029 -3.6853 0.0 0.0 0.0
H 5.4749 -1.5936 -4.0608 0.0 0.0 0.0
H 5.2375 -3.8813 -2.9672 0.0 0.0 0.0
H -5.9116 0.6941 -1.3787 0.0 0.0 0.0
```
Forces are in eV/Å.

total charge: 0
spin multiplicity: 1
HOMO level: -9.8 eV
gap between HOMO and LUMO: 10.27 eV
LUMO energy: 0.47 eV
SMILES: N#CO[C@@](O)(Br)OC(=O)Cl.CCOC(C)=O.CCOC(C)=O.CCOC(C)=O

Results of the Löwdin charge analysis, in e, for atoms 1 through 5:
1 Br 0.9202
2 Cl 0.7959
3 O 0.0129
4 O 0.0653
5 O -0.0029

# 3
ORCA calculation (ωB97M-V/def2-TZVPD) on a molecular structure, C3H3N4O2.

Geometry as XYZ:
```
12
Properties=species:S:1:pos:R:3:forces:R:3
O -2.2791 1.2197 0.9264 -0.1 0.6 1.1
O -3.0408 0.3796 -1.0393 -0.8 -0.3 -0.8
N 1.6617 -0.0221 -1.1799 -1.1 -0.3 -0.2
N 2.8047 0.2237 -0.5617 0.9 0.3 0.2
N 2.6835 0.2376 0.7041 0.1 0.0 0.9
N 1.3782 -0.0279 0.9640 -0.1 -0.1 -1.4
C 0.7380 -0.1952 -0.2328 -0.4 0.6 0.7
C -0.6800 -0.4525 -0.3737 -0.8 -0.3 -0.2
C -2.3416 0.6299 -0.1098 2.0 -0.4 -0.1
H -1.0107 -1.1650 0.3865 0.1 -0.1 -0.1
H 0.9862 -0.0144 1.8898 0.1 0.0 -0.1
H -0.9002 -0.8134 -1.3735 0.1 -0.1 0.0
```
Forces are in eV/Å.

total charge: -1
spin multiplicity: 1
HOMO level: -3.8 eV
gap between HOMO and LUMO: 7.85 eV
LUMO energy: 4.01 eV

Results of the Löwdin charge analysis, in e, for atoms 1 through 5:
1 O 0.0092
2 O 0.0212
3 N 0.0075
4 N -0.1246
5 N -0.0734

# 4
ORCA calculation (ωB97M-V/def2-TZVPD) on a molecular structure, C29H46InP2.

Geometry as XYZ:
```
78
Properties=species:S:1:pos:R:3:forces:R:3
In -3.5215 0.8197 -1.9406 0.1 -0.4 0.1
P 0.4847 3.0910 -2.4219 1.2 0.1 -0.2
P -2.2729 3.3996 -1.2624 0.5 3.0 -0.1
C -2.9742 -2.3141 -1.5992 -0.2 -0.5 0.3
C 1.3431 -2.7657 2.5670 0.0 1.7 0.9
C 1.5704 4.4835 -1.8221 -0.3 -0.5 -0.1
C 2.2406 -0.7936 -0.7445 -3.7 -1.4 0.4
C 0.8881 -1.5712 3.1799 1.7 -2.1 -1.3
C 0.2111 -4.7529 1.3464 0.1 0.0 -0.1
C 3.4991 -0.6129 -0.4116 1.2 -0.3 0.3
C -1.4453 -0.4709 3.4924 -0.3 0.4 0.3
C 0.2070 -3.4447 2.0406 0.2 -0.2 0.5
C 1.0868 3.1754 -4.1691 -0.2 0.0 0.4
C -1.9725 -2.2973 -2.5205 0.3 -1.0 -0.9
C -1.6808 4.6359 0.0530 -0.5 -0.6 0.0
C -1.1116 3.9307 -2.5785 0.2 -0.3 -0.7
C -2.1313 -4.7538 -2.5010 0.4 0.5 0.6
C 3.1320 1.7687 0.3962 1.2 -0.8 0.1
C -0.9612 -2.7272 2.3981 0.2 2.1 0.6
C -2.9130 -4.6902 -1.3132 -0.5 1.4 -0.7
C 2.7540 -3.2523 2.5965 0.4 -0.5 0.0
C 0.0961 0.5229 -0.0707 -0.8 0.0 -1.6
C -3.6426 4.4538 -1.9333 -0.3 -0.4 0.5
C -0.5291 -1.5169 3.0022 -1.9 -2.1 -0.8
C -1.6069 -3.5750 -3.0807 -0.5 0.7 0.6
C 0.5922 1.5510 0.8533 1.0 0.6 1.6
C 1.8885 1.7399 1.2316 -0.9 0.3 -0.4
C 4.0029 0.4909 0.4420 0.9 1.4 -1.6
C 1.7681 -0.6015 3.8620 0.4 0.2 0.2
C -2.3789 -3.1696 2.2818 -0.5 -0.1 -0.2
C -3.5182 -3.4176 -0.9813 0.2 -1.0 0.2
C 1.1324 0.1616 -1.1444 0.5 1.1 0.5
H 4.9638 0.7363 -0.0255 0.3 0.4 0.7
H 4.2396 -1.3365 -0.8039 -0.5 -0.5 1.5
H 0.6068 -0.2247 -2.0374 0.4 -0.3 0.4
H -3.2541 5.3704 -2.3714 0.1 -0.1 0.0
H 1.7313 -1.7588 -0.4446 1.2 -0.1 -1.9
H 1.5558 1.1250 -1.5039 -0.3 -1.0 0.3
H 1.2487 4.8310 -0.8351 0.3 -0.1 -0.1
H -1.5233 3.6394 -3.5490 -0.1 -0.1 0.0
H -0.3017 -0.3529 0.4820 0.6 0.2 0.1
H 3.7874 2.5733 0.8089 -0.7 -0.3 -0.4
H 2.9955 -3.7865 3.5399 -0.2 0.2 -0.4
H 1.2362 -5.0425 1.0898 -0.3 -0.1 0.0
H -4.3753 -3.3264 -0.2710 1.1 -0.3 -0.5
H 2.9474 1.9683 -0.6724 0.0 0.2 0.7
H 2.7518 -1.0625 4.0428 -0.4 0.3 0.0
H -1.0296 4.1488 0.7762 -0.1 0.1 0.1
H -0.1515 2.1473 1.4008 0.0 -1.1 0.6
H 2.1014 1.9471 2.2850 -0.4 1.1 -0.4
H 1.4718 5.2832 -2.5595 0.1 0.2 0.2
H -0.4018 -4.7018 0.4336 0.1 -0.1 0.2
H -2.5327 -4.1754 2.7082 0.1 0.2 -0.2
H 2.0071 2.5824 -4.2456 -0.3 0.1 -0.2
H 1.9239 0.2899 3.2350 -0.1 -0.3 0.3
H 2.9358 -3.9602 1.7724 0.1 0.2 0.3
H -4.1582 3.8776 -2.7061 -0.3 0.2 0.0
H -0.2345 -5.5101 2.0102 0.1 0.0 -0.2
H 3.4907 -2.4417 2.5063 -0.2 -0.2 -0.1
H -1.8775 -5.7265 -2.9509 0.1 0.5 0.5
H -0.8339 0.8815 -0.5708 0.3 0.1 -0.1
H -0.9416 5.0114 -2.6322 -0.5 0.0 0.3
H 1.3230 4.2198 -4.3910 -0.1 -0.1 -0.3
H -1.5308 -1.3549 -2.8484 0.1 -0.4 -0.2
H -2.0663 -0.0512 2.6753 0.2 -0.1 0.4
H 1.3542 -0.2735 4.8240 0.1 0.0 -0.1
H -1.1343 5.4857 -0.3760 -0.2 -0.4 -0.2
H -2.7587 -3.1915 1.2401 0.2 0.1 0.7
H -0.9090 -3.5877 -3.9378 -0.5 -0.2 0.6
H -3.0631 -5.5643 -0.6592 -0.4 0.4 -0.7
H -4.3196 4.7337 -1.1204 -0.2 -0.2 -0.3
H -0.8724 0.3456 3.9445 -0.3 0.0 0.0
H -3.0132 -2.4954 2.8800 0.1 -0.2 -0.4
H 4.1865 0.1737 1.4873 -0.1 -0.2 -0.6
H -2.5895 5.0338 0.5283 0.4 -0.2 0.2
H 0.2920 2.8066 -4.8300 0.5 0.0 -0.1
H 2.6136 4.1211 -1.8239 -0.4 0.3 0.2
H -2.1289 -0.9049 4.2475 0.2 0.4 -0.2
```
Forces are in eV/Å.

total charge: +1
spin multiplicity: 1
HOMO level (alpha / beta): -9.0 / -8.9 eV
gap between HOMO and LUMO (alpha / beta): 4.29 / 4.63 eV
LUMO energy (alpha / beta): -4.69 / -4.25 eV

Results of the Löwdin charge analysis, in e, for atoms 1 through 5:
1 In 0.8566
2 P 0.8473
3 P 0.6785
4 C -0.1084
5 C -0.2080